Entry 1:
Entry from OMol25: a cluster of 2 separate species, C5H5NO2 in total at a distorted geometry (the ωB97M-V functional and the def2-TZVPD basis).

Positions of all 13 atoms, in Å:
1 H 1.698 1.405 -0.208
2 C -3.276 -1.199 -0.325
3 O 1.550 -2.791 -0.451
4 O 0.014 -1.025 1.299
5 C -1.051 -1.087 0.797
6 C -2.020 -0.922 -0.005
7 H -3.757 -0.848 -1.249
8 N 2.404 -0.622 -0.205
9 H 2.405 0.510 1.356
10 H -4.063 -1.651 0.230
11 C 1.872 -1.674 -0.333
12 C 2.490 0.667 0.354
13 H 3.394 1.162 0.230

Calculated values
HOMO energy in eV: -9.3
2S+1: 1
SMILES: C=C=C=O.CN=C=O
Molar mass in g/mol: 111.10
Charge: 0
F_max in eV/Å: 4.8
Gap between HOMO and LUMO in eV: 8.4
Energy relative to the best compared isomer or geometry (same formula, charge and spin) in eV: 3.848
DFT total energy in Ha: -398.6371


Entry 2:
Entry from OMol25: the molecule C5H5NO2 at a distorted geometry (the ωB97M-V functional and the def2-TZVPD basis).

Positions of all 13 atoms, in Å:
1 O -1.296 -1.669 -0.157
2 H 0.910 1.720 -2.083
3 O 1.216 1.861 0.230
4 C 0.403 1.119 1.338
5 H 0.885 0.906 2.506
6 N -0.834 -1.137 0.999
7 H -0.365 1.834 1.512
8 C 0.059 0.047 -0.756
9 H 0.631 -2.135 -1.493
10 C -0.247 -1.403 -1.308
11 C 0.747 1.233 -0.918
12 H -1.032 -1.579 -2.281
13 C -0.055 -0.050 0.688

Calculated values
HOMO energy in eV: -8.2
2S+1: 1
SMILES: C1=C2CON=C2CO1
Molar mass in g/mol: 111.10
Charge: 0
F_max in eV/Å: 7.4
Gap between HOMO and LUMO in eV: 8.5
Energy relative to the best compared isomer or geometry (same formula, charge and spin) in eV: 6.723
DFT total energy in Ha: -398.5314


Entry 3:
Entry from OMol25: a cluster of 2 separate species, C5H5NO2 in total at a distorted geometry (the ωB97M-V functional and the def2-TZVPD basis).

Positions of all 13 atoms, in Å:
1 H 2.656 1.362 -0.942
2 C -2.578 1.417 -1.795
3 C -0.164 -2.713 1.510
4 H 1.564 2.039 0.439
5 C 1.845 1.181 -0.142
6 C 0.168 -0.390 1.072
7 C 1.249 -0.035 0.011
8 N -0.134 -1.572 1.194
9 H -0.803 -3.526 1.071
10 H 0.064 0.246 1.926
11 H 1.293 -0.844 -0.753
12 O -3.145 2.128 -1.100
13 O -2.015 0.707 -2.490

Calculated values
HOMO energy in eV: -7.7
2S+1: 1
Molar mass in g/mol: 111.10
Charge: 0
F_max in eV/Å: 5.9
Gap between HOMO and LUMO in eV: 8.3
Energy relative to the best compared isomer or geometry (same formula, charge and spin) in eV: 3.466
DFT total energy in Ha: -398.6511


Entry 4:
Entry from OMol25: the molecule C5H5NO3 at a distorted geometry (the ωB97M-V functional and the def2-TZVPD basis).

Positions of all 14 atoms, in Å:
1 C 1.294 -0.185 0.163
2 C -1.036 0.406 -0.113
3 H -1.177 -2.284 -0.925
4 O -1.342 -1.584 -1.496
5 C -0.598 -0.394 -1.253
6 O 1.332 1.766 2.409
7 H -0.696 0.238 -2.097
8 H 1.241 -1.587 -1.446
9 O -0.802 1.986 2.195
10 H -1.975 0.540 0.252
11 C 0.818 -0.856 -0.897
12 H 2.325 -0.324 0.625
13 N 0.287 1.563 1.875
14 C 0.328 0.715 0.709

Calculated values
HOMO energy (spin up / spin down) in eV: -9.0 / -8.9
2S+1: 1
SMILES: O=[N+]([O-])C1=C[C@H](O)C=C1
Molar mass in g/mol: 127.10
Charge: 0
F_max in eV/Å: 8.7
Gap between HOMO and LUMO (spin up / spin down) in eV: 7.6 / 7.8
Energy relative to the best compared isomer or geometry (same formula, charge and spin) in eV: 5.767
DFT total energy in Ha: -473.7768


Entry 5:
Entry from OMol25: the molecule C5H5NO3 at a distorted geometry (the ωB97M-V functional and the def2-TZVPD basis).

Positions of all 14 atoms, in Å:
1 C -0.595 -1.484 -0.216
2 O 2.001 0.900 -0.701
3 C 1.578 -0.211 -0.097
4 C -2.048 -1.171 -0.180
5 C -0.870 0.763 0.094
6 H -2.558 -1.437 -1.117
7 H 1.934 -1.651 1.095
8 H 2.515 1.404 -0.021
9 H -0.200 -2.494 -0.327
10 N 2.397 -0.888 0.605
11 C 0.103 -0.346 -0.105
12 O -0.685 1.924 0.357
13 O -2.108 0.238 0.008
14 H -2.562 -1.672 0.654

Calculated values
HOMO energy in eV: -10.3
2S+1: 1
SMILES: [H]/N=C(/O)C1=CCOC1=O
Molar mass in g/mol: 127.10
Charge: 0
F_max in eV/Å: 1.9
Gap between HOMO and LUMO in eV: 10.3
Energy relative to the best compared isomer or geometry (same formula, charge and spin) in eV: 0.000
DFT total energy in Ha: -473.9887


Entry 6:
Entry from OMol25: a structure of composition C5H5NO3 at a distorted geometry (the ωB97M-V functional and the def2-TZVPD basis).

Positions of all 14 atoms, in Å:
1 N -1.440 1.851 -0.823
2 C 1.701 -1.468 -0.345
3 O -1.218 -1.577 0.110
4 C -0.845 -0.440 0.333
5 O 1.656 2.014 0.616
6 H 1.054 -2.315 -0.528
7 H -1.706 -0.376 2.040
8 H -0.863 0.215 -1.897
9 H 2.739 -1.543 -0.640
10 C 1.155 -0.353 0.140
11 O -1.146 0.203 1.502
12 C -1.036 0.675 -0.924
13 H -1.516 2.189 0.139
14 C 1.465 0.926 0.275

Calculated values
HOMO energy in eV: -8.6
2S+1: 1
Molar mass in g/mol: 127.10
Charge: 0
F_max in eV/Å: 4.1
Gap between HOMO and LUMO in eV: 7.2
Energy relative to the best compared isomer or geometry (same formula, charge and spin) in eV: 3.370
DFT total energy in Ha: -473.8649